# 1
DFT (wB97M-V/def2-TZVPD) results for an isolated molecule of C4H3NO2 in a non-equilibrium geometry.

Geometry as XYZ:
```
10
Properties=species:S:1:pos:R:3
C -0.7436 -0.5021 0.7730
H -1.3765 1.1747 -2.2070
C -0.5862 0.3102 -0.6888
H 2.3654 0.1022 -0.0556
N -1.5341 0.4755 -1.4818
O -1.7414 -1.0448 1.1309
C 1.2962 0.0669 0.0977
O 0.6149 0.9745 -0.6820
C 0.6387 -0.5181 1.1385
H 1.0665 -1.0390 1.9751
```

Summary:
Energy relative to the best compared isomer or geometry (same formula, charge and spin)   2.3357 eV
E_LUMO   -0.340 eV
Gap between HOMO and LUMO   0.34910 Eh
Highest occupied orbital energy   -9.84 eV
SMILES string   [H]/N=C1\OC=CC1=O

=====

# 2
DFT (wB97M-V/def2-TZVPD) results for an isolated molecule of C27H34N4O.

Geometry as XYZ:
```
66
Properties=species:S:1:pos:R:3
C -2.5371 -3.0126 3.3066
H 3.2217 -0.4434 -2.2298
H 2.1331 4.8683 -5.3746
C -0.4111 -6.5349 4.9655
H 0.3721 4.7840 -5.3882
H -3.4184 -4.6144 2.1618
C 0.3212 1.1655 -2.3754
C 0.3340 4.5570 -1.3200
C 1.2881 4.0039 -3.5789
H -1.8785 -2.7753 1.2613
H -3.8190 -4.6343 3.8838
C -1.4614 -5.6700 4.7192
C -1.2578 -6.0847 2.3745
H 1.9144 -1.1794 -0.3920
H -0.6183 -3.3304 2.3731
C -0.9934 -1.2265 2.4450
H -0.4096 -0.4758 -1.1948
H 2.2099 4.1992 -3.0219
C 2.6586 1.6326 -2.2807
C -1.8979 -5.4335 3.4209
C -0.2065 -6.9519 2.6175
N 1.9108 1.8911 0.5422
C 1.2402 4.9740 -4.7620
H 0.2795 -7.4525 1.7923
H -3.3836 -2.3335 3.1941
C 2.9322 0.3348 -1.5218
C -1.4748 -2.6577 2.2710
H 1.3446 4.6593 -0.9504
H 2.5177 2.4324 -1.5422
H 1.0407 -7.8545 4.1053
H -0.5418 4.9785 0.5826
N -0.0718 -0.8738 1.4943
N 1.5042 1.4822 -3.1490
C 1.3498 2.5499 -4.1112
H 1.1859 5.9997 -4.4037
C 0.5056 -0.2023 -1.7236
C 0.5306 1.4486 2.2559
H -0.0339 1.5460 3.1573
O -1.3767 -0.4813 3.3128
C -1.1898 4.1030 -3.1035
H 1.6561 3.3537 1.9887
C -0.7287 4.7349 -0.4529
H 2.2038 2.4850 -4.7950
C 1.7018 -0.1638 -0.7620
H -1.5892 -5.9160 1.3589
H 0.1975 -1.5681 0.8129
H 0.4455 2.3396 -4.6881
H -1.9538 -5.1731 5.5429
C -3.0150 -4.4619 3.1653
H -0.0847 -6.7101 5.9803
H 0.7029 -0.9462 -2.4966
C 0.5650 0.3572 1.4118
C 1.3928 2.3705 1.6534
H 3.5251 1.8680 -2.9040
H 0.1183 1.9084 -1.5891
N 1.4088 0.6617 0.3906
C -2.0279 4.5947 -0.9094
H -0.5401 1.1384 -3.0469
H 3.7517 0.5000 -0.8223
H -1.3841 3.8550 -4.1371
H -2.1208 -2.8558 4.3026
C 0.2208 -7.1780 3.9141
C -2.2543 4.2839 -2.2393
H -3.2660 4.1794 -2.6049
H -2.8593 4.7286 -0.2331
C 0.1202 4.2266 -2.6538
```

Summary:
Energy relative to the best compared isomer or geometry (same formula, charge and spin)   0.6167 eV
E_LUMO   0.467 eV
Gap between HOMO and LUMO   0.31129 Eh
Highest occupied orbital energy   -8.00 eV
SMILES string   C[C@H](CN1CCC(n2nccc2NC(=O)CCCc2ccccc2)CC1)c1ccccc1

=====

# 3
DFT (wB97M-V/def2-TZVPD) results for C17H44F2NNbO5P as an isolated structure in a non-equilibrium geometry.

Geometry as XYZ:
```
71
Properties=species:S:1:pos:R:3
H 3.7447 0.8313 1.4193
H 0.9028 0.3857 -3.3294
C -4.6107 5.0979 -0.4380
C -2.1069 -5.2955 2.0237
H -3.4953 3.3758 0.1396
O -4.4887 6.4952 -0.6390
O -2.1632 -4.1939 1.1458
C 2.4496 -3.5016 0.6189
P 1.1661 -0.2469 0.0066
H 0.8243 -3.2851 2.0407
H 1.6030 -4.8720 2.0910
H -3.5200 6.2502 -2.4639
H -3.9743 7.9057 -1.9927
H -0.4207 0.7959 1.1147
C 6.5423 0.9105 1.4162
C -2.3769 -2.9408 1.7673
C -4.2891 6.8628 -1.9884
H -0.6243 5.2036 -0.0755
H -0.3625 3.0652 -2.9557
C -1.3405 5.5203 -0.8408
O -4.4996 -5.3754 2.5133
C 1.6627 1.1811 -3.2641
H -3.1964 -2.9889 2.4909
H 7.6104 0.8653 1.6779
H 6.5823 -0.7739 0.0683
H -5.2171 6.7730 -2.5665
H 5.9744 1.2482 2.2865
H 0.5273 -4.4567 0.7425
C -5.2798 -4.7767 1.4980
H 2.9906 -0.5131 -3.1722
H 6.4108 1.6700 0.6341
Nb 3.8731 -0.4745 0.0863
C 1.2857 -4.0614 1.4258
H 4.7186 0.8650 -1.6026
H 0.6057 -1.4193 0.5631
H -5.3407 4.9451 0.3619
H 3.7480 0.9563 -3.7401
H 3.2007 1.7361 -1.1747
H 3.2384 -4.2497 0.4929
H -1.7847 6.4760 -0.5451
H -3.2544 -6.9720 2.6797
H -4.9957 4.6174 -1.3463
H -4.6587 -4.2542 0.7674
H -0.8055 5.6391 -1.7817
H 4.3262 -1.5621 -1.3800
H -1.2907 -5.9426 1.6845
H -1.4717 -2.5890 2.2731
O 1.3044 2.0608 -2.2288
H -5.8887 -5.5229 0.9733
H 0.8340 -0.6556 -1.3327
N 0.3321 1.0449 0.4805
H -0.6732 1.4392 -2.2442
C 3.0782 -2.2422 1.1651
O -2.3295 4.5344 -1.0532
C -3.3062 4.4384 -0.0419
C -0.0693 2.3545 -2.1660
F 6.2248 -1.3822 1.9514
C 5.9885 -0.4085 0.9265
H -2.6205 -2.2324 0.9779
H -1.8747 -4.9702 3.0451
H 4.0032 -2.4752 1.7186
H -2.9397 4.8763 0.8942
H -5.9432 -4.0628 1.9842
F 1.9673 -3.2907 -0.6975
C 3.5994 0.8010 -1.5916
C 3.0472 0.5673 -2.9888
H -3.5852 -6.4684 1.0116
C -3.3872 -6.1040 2.0275
H -0.2490 2.7792 -1.1788
H 2.4052 -1.7256 1.8627
H 1.6623 1.7170 -4.2287
```

Summary:
E_LUMO   2.578 eV
Gap between HOMO and LUMO   0.23157 Eh
Highest occupied orbital energy   -3.72 eV
Charge   -1

=====

# 4
DFT (wB97M-V/def2-TZVPD) results for C9H20AsCsF6N as an isolated structure in a non-equilibrium geometry.

Geometry as XYZ:
```
38
Properties=species:S:1:pos:R:3
C 34.3595 11.6801 -17.9601
C 35.4562 12.6259 -21.3710
C 37.6517 14.7209 -17.4785
H 34.7252 12.8818 -22.1381
H 34.7648 11.0369 -17.1791
F 42.7855 14.1244 -24.1557
H 37.0549 16.7199 -16.6739
H 36.2738 13.3421 -21.4516
H 35.8771 13.8631 -16.6870
C 37.5735 15.8138 -16.3606
H 33.5049 11.1380 -18.3649
H 37.0204 12.0235 -17.7113
Cs 42.2134 20.9834 -20.4417
F 42.4992 12.7392 -22.0931
H 33.6997 12.4008 -20.2825
H 37.0244 11.0877 -21.5321
F 42.0792 15.2698 -21.9487
H 37.9350 15.2737 -18.3743
H 37.0580 15.4551 -15.4697
H 36.7251 10.4540 -19.4063
N 35.3508 12.0526 -19.0465
C 36.3336 14.0733 -17.6542
C 34.6633 12.8831 -20.1181
H 35.4451 10.4975 -21.8884
H 35.6548 14.6846 -18.2489
F 44.7822 13.0644 -22.9871
H 37.1760 12.8070 -19.2967
H 35.0042 9.9867 -19.7793
C 35.9784 11.1981 -21.2458
C 36.5522 12.7198 -18.4071
H 34.0234 12.6583 -17.6160
H 34.3410 13.8518 -19.7362
F 44.2903 15.5884 -22.9439
H 38.5095 14.0778 -17.2822
H 38.5700 16.1442 -16.0677
C 35.7612 10.7705 -19.8048
As 43.4435 14.1313 -22.5081
F 44.0032 14.2201 -20.7889
```

Summary:
E_LUMO   -3.566 eV
Gap between HOMO and LUMO   0.31679 Eh
Highest occupied orbital energy   -12.19 eV
Charge   +1

=====

# 5
DFT (wB97M-V/def2-TZVPD) results for C4H6O2Zn as an isolated structure in a non-equilibrium geometry.

Geometry as XYZ:
```
13
Properties=species:S:1:pos:R:3
C 1.8582 0.4683 1.1218
C -0.1600 0.2827 -0.3702
H -1.9658 -0.7576 0.1679
H 0.6951 -1.2355 0.9876
O -2.2532 0.2386 -1.5622
H -1.4334 -2.4053 -1.4095
H 2.4144 0.2042 2.0376
C -1.3948 -0.2087 -0.5924
H -0.0503 0.0851 1.8390
O 2.3923 1.2259 0.3081
H -1.7605 0.7794 -2.1907
C 0.5213 -0.1384 0.9160
Zn 1.1369 1.4614 -1.2531
```

Summary:
Energy relative to the best compared isomer or geometry (same formula, charge and spin)   1.8904 eV
E_LUMO (alpha / beta)   0.036 / -0.354 eV
Gap between HOMO and LUMO (alpha / beta)   0.31322 / 0.22060 Eh
Highest occupied orbital energy (alpha / beta)   -8.49 / -6.36 eV

=====

# 6
DFT (wB97M-V/def2-TZVPD) results for a 3-piece molecular cluster, C14H28NO8P overall in a non-equilibrium geometry.

Geometry as XYZ:
```
52
Properties=species:S:1:pos:R:3
N 1.5901 1.8166 3.4405
O 3.8941 2.5391 -0.9983
H 4.4531 4.5408 -0.8469
H 0.8026 1.8241 1.0810
H 2.8629 1.1631 1.4073
C 6.9506 3.3932 -1.7154
H 7.3872 4.3580 -1.4647
O -4.6377 -2.5360 0.6035
H -4.6974 -1.0378 -2.3993
O -3.1680 1.1898 1.8066
C -4.1622 -1.7099 -0.4448
C 0.0279 -2.5771 2.0240
H 7.7472 2.7253 -2.0599
P 1.6044 1.1593 2.0217
O -0.8213 -3.4051 2.0923
C 3.8341 2.5728 -2.4165
H -3.1452 -2.0035 -0.7304
C -1.7845 0.8784 1.7453
C 1.0848 -0.5623 1.9454
H -6.0250 -4.8183 -2.3336
H -2.9419 -3.6243 1.0695
H 5.1001 2.4254 -4.1276
C -0.1448 -1.0914 1.9960
H -4.5021 -4.3853 1.4295
O 1.3669 -2.8734 1.9402
H -1.4761 1.1096 0.7270
H -3.5578 0.7460 2.5695
H 1.2823 1.2025 4.1825
H 2.7404 4.1886 -0.4956
C -3.9590 -3.7810 0.7051
H 3.2364 1.7167 -2.7448
H -3.9336 -4.3079 -0.2517
C 3.7674 3.8180 -0.4000
H -6.0776 -1.4647 -1.3750
H -2.1212 -1.1944 1.3385
H -1.9497 -0.8451 3.0282
H -1.2267 1.5068 2.4489
H -4.1298 -0.6810 -0.0683
C -1.5416 -0.5902 2.0435
C -5.0618 -1.7567 -1.6587
H 6.4876 2.9672 -0.8220
O 3.2534 -1.6347 1.8766
C 5.2079 2.4797 -3.0399
C -6.2011 -3.8163 -1.9470
C 2.0639 -1.6848 1.9150
H 5.7062 1.5655 -2.7029
H -6.3603 -3.8725 -0.8674
H 3.3338 3.4854 -2.7544
H -7.0999 -3.4086 -2.4222
O 6.0001 3.6155 -2.7410
H 4.0047 3.7112 0.6575
O -5.0640 -3.0365 -2.2666
```

Summary:
E_LUMO   -1.482 eV
Gap between HOMO and LUMO   0.28695 Eh
Highest occupied orbital energy   -9.29 eV
SMILES string   N=[PH2]C1=C(CCO)C(=O)OC1=O.COCCOC.COCCOC